Here is a 25-piece molecular cluster, C50H150O50 overall in a non-equilibrium geometry from the Open Molecules 2025 dataset. Energies are from ωB97M-V/def2-TZVPD.

Results
LUMO energy   0.03 eV
Multiplicity   1
Kohn-Sham gap   0.3300 Eh

Cartesian coordinates (Å):
1 C 4.33908 2.74915 -4.59776
2 C 4.97978 4.17429 -4.44251
3 O 6.13341 4.17783 -3.70209
4 O 3.46390 2.34658 -3.58121
5 H 5.14019 2.03848 -4.80092
6 H 3.69039 2.74268 -5.47369
7 H 4.42341 4.92789 -3.88517
8 H 5.19698 4.57892 -5.43104
9 H 6.74073 3.73390 -4.29849
10 H 2.85409 3.08002 -3.47255
11 C 4.41962 -4.32356 -4.79010
12 C 3.40278 -3.45137 -5.44735
13 O 3.14043 -2.34645 -4.70088
14 O 5.63334 -3.63360 -4.49895
15 H 4.66071 -5.09880 -5.51741
16 H 4.05401 -4.72180 -3.84361
17 H 2.52568 -4.07385 -5.62434
18 H 3.71296 -3.15555 -6.44954
19 H 3.99454 -1.93032 -4.56332
20 H 6.13220 -4.22948 -3.93533
21 C 0.96856 -0.26487 7.72640
22 C -0.50980 0.28368 7.81683
23 O -0.99540 0.60225 6.54068
24 O 1.23182 -1.60002 7.19480
25 H 1.39862 -0.12190 8.71771
26 H 1.48629 0.30264 6.95310
27 H -0.49960 1.19814 8.40992
28 H -1.18221 -0.36786 8.37490
29 H -1.80111 1.12395 6.55665
30 H 2.17206 -1.55690 7.00591
31 C 4.11773 1.70959 1.67296
32 C 4.73282 2.52890 2.80080
33 O 4.98575 3.86138 2.39527
34 O 2.73951 1.84068 1.71202
35 H 4.25444 0.63028 1.74008
36 H 4.34465 2.02233 0.65374
37 H 5.68101 2.09859 3.12309
38 H 4.15751 2.59514 3.72424
39 H 4.19772 4.27378 2.03396
40 H 2.56374 2.72363 1.37869
41 C -2.49259 -3.91458 -5.67307
42 C -1.83725 -3.19938 -6.87936
43 O -1.87490 -3.91378 -8.07943
44 O -1.77746 -5.10010 -5.45120
45 H -3.52958 -4.19045 -5.86453
46 H -2.48915 -3.34393 -4.74439
47 H -0.76945 -3.05063 -6.71884
48 H -2.35960 -2.25672 -7.04263
49 H -2.77158 -4.25256 -8.13227
50 H -2.24335 -5.60882 -4.78356
51 C 2.27070 -2.90018 3.79338
52 C 3.36519 -1.92124 3.19117
53 O 4.64584 -1.96455 3.84007
54 O 1.06791 -2.87519 3.11209
55 H 2.14514 -2.80508 4.87194
56 H 2.65636 -3.91863 3.74717
57 H 3.04538 -0.88166 3.26256
58 H 3.48545 -2.17224 2.13731
59 H 4.89636 -2.89017 3.88546
60 H 0.59225 -2.21119 3.61651
61 C -3.25468 5.16461 -0.59618
62 C -4.45859 5.73110 0.14770
63 O -5.27705 4.79416 0.89995
64 O -2.51891 4.41246 0.31747
65 H -2.78935 6.08225 -0.95605
66 H -3.45026 4.52805 -1.45910
67 H -5.11179 6.16774 -0.60781
68 H -4.13666 6.53425 0.81058
69 H -4.81017 4.67848 1.73076
70 H -3.06128 4.05137 1.02249
71 C -3.54527 -6.39487 3.33643
72 C -5.10679 -6.34327 3.51992
73 O -5.73970 -6.01934 2.32558
74 O -3.01123 -5.14009 3.22009
75 H -3.41265 -6.90711 2.38347
76 H -3.03995 -6.95742 4.12147
77 H -5.44182 -5.74094 4.36435
78 H -5.31567 -7.39009 3.74044
79 H -6.54244 -5.54632 2.55682
80 H -3.35707 -4.66767 2.45930
81 C -1.67653 -1.71268 4.63244
82 C -1.77237 -2.93238 5.47737
83 O -1.36309 -2.63284 6.82585
84 O -0.36372 -1.09958 4.50804
85 H -2.40669 -0.95338 4.91247
86 H -1.96219 -1.98607 3.61668
87 H -1.02486 -3.61310 5.06999
88 H -2.81670 -3.23182 5.38898
89 H -0.47911 -2.26185 6.87629
90 H -0.20878 -0.58627 5.30435
91 C 2.23047 0.34458 -6.47293
92 C 0.83265 -0.23551 -6.13567
93 O 0.01415 -0.14921 -7.26601
94 O 2.23466 1.49791 -7.20972
95 H 2.75196 -0.41098 -7.06053
96 H 2.83396 0.48630 -5.57637
97 H 0.34078 0.34254 -5.35335
98 H 0.85219 -1.22673 -5.68268
99 H -0.28975 0.73651 -7.47751
100 H 3.12219 1.70363 -7.51234
101 C 0.60952 -4.45203 -2.87137
102 C 0.24832 -3.10534 -3.37020
103 O 1.02561 -2.11785 -2.74599
104 O -0.03737 -4.69839 -1.68899
105 H 1.68863 -4.46763 -2.71853
106 H 0.34871 -5.21481 -3.60502
107 H -0.80632 -2.89452 -3.19299
108 H 0.32878 -3.13549 -4.45680
109 H 1.87241 -2.11841 -3.19823
110 H 0.50139 -4.19084 -1.07765
111 C 0.64112 3.33602 4.13106
112 C 1.44691 4.65174 4.03116
113 O 1.44266 5.36807 5.24673
114 O 1.16687 2.49295 5.13064
115 H 0.61204 2.83207 3.16499
116 H -0.41205 3.49206 4.36469
117 H 1.09689 5.23199 3.17740
118 H 2.47603 4.42334 3.75397
119 H 2.05039 6.10119 5.12500
120 H 0.60691 1.74289 5.34381
121 C 1.56302 5.52930 -4.38248
122 C 0.69013 5.42077 -5.65186
123 O 0.88695 4.35954 -6.52631
124 O 1.57752 4.42720 -3.53366
125 H 1.08480 6.36088 -3.86490
126 H 2.59393 5.86492 -4.49507
127 H 0.72988 6.38522 -6.15817
128 H -0.34250 5.23623 -5.35568
129 H 1.68915 4.62810 -6.98013
130 H 0.64905 4.23414 -3.38444
131 C -4.70997 -0.20976 -6.17026
132 C -3.36124 0.28428 -5.68977
133 O -3.02756 -0.44953 -4.56135
134 O -5.63801 -0.06959 -5.13748
135 H -4.77618 -1.25460 -6.47363
136 H -5.07286 0.35768 -7.02725
137 H -3.29803 1.34601 -5.45137
138 H -2.57560 0.15415 -6.43404
139 H -2.45271 0.08581 -4.00947
140 H -5.38440 -0.70578 -4.46477
141 C -2.87836 5.58948 4.17602
142 C -2.04865 6.88572 4.03227
143 O -2.63794 7.85021 4.90083
144 O -4.12528 5.72336 3.49195
145 H -3.12626 5.41192 5.22250
146 H -2.34712 4.68158 3.89038
147 H -1.98221 7.23090 3.00051
148 H -1.00831 6.72997 4.31783
149 H -2.24621 7.70064 5.76442
150 H -4.71710 6.28109 4.00213
151 C -4.41002 -2.76800 0.02570
152 C -3.49392 -2.08204 -1.04567
153 O -3.22521 -0.74656 -0.64910
154 O -3.74402 -3.00107 1.34316
155 H -4.60507 -3.77516 -0.34265
156 H -5.33906 -2.20930 0.13895
157 H -4.11339 -2.26398 -1.92388
158 H -2.51993 -2.57081 -1.06910
159 H -2.26941 -0.70625 -0.56902
160 H -3.57232 -2.13797 1.72679
161 C -5.70282 1.80344 -1.78471
162 C -6.53218 2.51742 -2.82970
163 O -5.81245 2.50629 -4.02832
164 O -5.80055 0.36006 -1.75930
165 H -5.98920 2.19724 -0.80951
166 H -4.65508 2.09878 -1.84046
167 H -6.73973 3.56442 -2.60880
168 H -7.49420 2.02890 -2.98451
169 H -5.72141 1.60378 -4.34263
170 H -5.02187 0.03910 -1.29860
171 C 4.33800 -0.40731 -1.73171
172 C 4.20334 -1.85288 -1.13860
173 O 5.30492 -2.65208 -1.45149
174 O 4.51286 -0.40090 -3.16922
175 H 5.26512 0.04927 -1.38516
176 H 3.55696 0.31551 -1.49592
177 H 3.35026 -2.30754 -1.64222
178 H 4.11497 -1.65349 -0.07064
179 H 5.59317 -2.43023 -2.33991
180 H 4.20340 0.43946 -3.51511
181 C 1.02943 4.62655 -0.56063
182 C 2.20359 5.58918 -0.09053
183 O 3.17471 4.88448 0.61219
184 O 0.26074 4.07165 0.48462
185 H 1.36925 3.83000 -1.22254
186 H 0.40243 5.21845 -1.22744
187 H 1.79460 6.33566 0.59035
188 H 2.71515 6.06319 -0.92822
189 H 3.85610 4.54343 0.02825
190 H -0.64076 4.37679 0.35902
191 C -4.57739 0.52472 2.69246
192 C -4.14792 1.86400 3.36113
193 O -3.28891 2.68704 2.56847
194 O -3.51290 -0.26014 2.18309
195 H -5.34202 0.92567 2.02712
196 H -5.07576 -0.16336 3.37530
197 H -3.67796 1.61879 4.31355
198 H -5.04739 2.46770 3.48202
199 H -2.58744 2.09891 2.27924
200 H -2.93586 0.18009 1.55473
201 C 4.65543 0.57885 5.69836
202 C 4.37973 -0.19054 7.11561
203 O 4.11839 -1.59615 6.95391
204 O 5.95448 0.19423 5.23288
205 H 4.88338 1.60508 5.98647
206 H 3.86404 0.67604 4.95515
207 H 3.54954 0.26596 7.65460
208 H 5.15407 -0.08510 7.87545
209 H 4.87445 -1.97798 6.50205
210 H 5.81307 -0.64021 4.77976
211 C -0.35203 -6.88490 2.42587
212 C 0.06049 -6.06629 3.68870
213 O 0.83736 -6.78637 4.62936
214 O -1.10208 -8.03854 2.65411
215 H 0.55761 -7.26279 1.95912
216 H -0.82898 -6.27655 1.65741
217 H -0.71357 -5.65795 4.33845
218 H 0.57392 -5.15226 3.39030
219 H 1.63211 -7.05524 4.16279
220 H -0.97100 -8.25618 3.57988
221 C -1.08200 1.98370 -2.48050
222 C -1.67189 2.92744 -3.50727
223 O -1.49483 4.26556 -3.09668
224 O -1.15565 0.63506 -2.96173
225 H -1.67396 2.05241 -1.56782
226 H -0.01969 2.17214 -2.32534
227 H -2.74506 2.80364 -3.65247
228 H -1.23087 2.78589 -4.49396
229 H -2.21927 4.71907 -3.53385
230 H -0.89191 0.08263 -2.22223
231 C 2.75751 -5.16750 0.70593
232 C 3.33588 -5.82009 -0.56397
233 O 2.28976 -6.48507 -1.27564
234 O 1.86812 -4.08000 0.44265
235 H 3.60201 -4.74158 1.24770
236 H 2.24278 -5.90139 1.32606
237 H 4.10239 -6.54369 -0.28654
238 H 3.85787 -5.16547 -1.26190
239 H 1.61715 -5.86548 -1.56772
240 H 1.57055 -3.70310 1.27391
241 C -0.42254 0.06192 1.46203
242 C 0.40749 -0.26984 0.24352
243 O -0.35015 -0.83892 -0.81177
244 O -1.11655 1.29719 1.25604
245 H 0.25763 0.33800 2.26778
246 H -1.09285 -0.72767 1.80165
247 H 1.17021 -1.01755 0.46095
248 H 0.95879 0.57595 -0.16733
249 H 0.19633 -1.24960 -1.48578
250 H -0.45170 1.88229 0.88560